Entry 1:
ORCA calculation (ωB97M-V/def2-TZVPD) on 6 unconnected molecules or ions with the total composition C31H48BF15NO14.

Last columns: bonded neighbours and bond lengths (Å).
Geometry (Å):
1 C 2.529 -2.007 3.513  C2 1.532, H18 1.091, H19 1.090, H20 1.092
2 C 2.190 -2.964 2.365  C1 1.532, C3 1.534, C4 1.555, N16 1.489
3 C 3.470 -3.262 1.575  C2 1.534, H21 1.091, H22 1.087, H23 1.092
4 C 1.612 -4.280 2.957  C2 1.555, C5 1.546, H24 1.090, H25 1.092
5 C 0.304 -4.894 2.405  C4 1.546, C6 1.547, B9 1.601, C12 1.540
6 C 0.510 -6.377 2.015  C5 1.547, C7 1.529, H26 1.093, H27 1.095
7 C 1.086 -7.259 3.122  C6 1.529, O8 1.434, H28 1.091, H29 1.092
8 O 0.597 -6.831 4.400  C7 1.434, H30 0.960
9 B -0.875 -4.870 3.488  C5 1.601, O10 1.390, O11 1.383
10 O -2.099 -5.434 3.146  B9 1.390, H31 0.959
11 O -0.743 -4.200 4.691  B9 1.383, H32 0.959
12 C -0.192 -4.192 1.127  C5 1.540, C13 1.525, H33 1.093, H34 1.097
13 C -0.117 -2.670 1.156  C12 1.525, C14 1.536, C15 1.524, N16 1.482
14 C -1.061 -2.093 2.222  C13 1.536, H35 1.088, H36 1.092, H37 1.091
15 C -0.507 -2.135 -0.216  C13 1.524, H38 1.087, H39 1.093, H40 1.090
16 N 1.262 -2.223 1.465  C2 1.489, C13 1.482, O17 1.276
17 O 1.828 -1.402 0.670  N16 1.276
18 H 1.648 -1.806 4.124  C1 1.091
19 H 2.894 -1.061 3.111  C1 1.090
20 H 3.303 -2.442 4.149  C1 1.092
21 H 4.095 -3.941 2.156  C3 1.091
22 H 4.036 -2.355 1.380  C3 1.087
23 H 3.239 -3.733 0.616  C3 1.092
24 H 1.489 -4.133 4.029  C4 1.090
25 H 2.410 -5.017 2.845  C4 1.092
26 H -0.443 -6.804 1.690  C6 1.093
27 H 1.164 -6.407 1.137  C6 1.095
28 H 2.177 -7.276 3.095  C7 1.091
29 H 0.750 -8.290 2.988  C7 1.092
30 H 1.334 -6.544 4.943  O8 0.960
31 H -2.288 -6.315 3.474  O10 0.959
32 H -0.918 -4.738 5.466  O11 0.959
33 H -1.243 -4.455 0.978  C12 1.093
34 H 0.344 -4.560 0.243  C12 1.097
35 H -1.187 -1.023 2.068  C14 1.088
36 H -2.034 -2.588 2.185  C14 1.092
37 H -0.659 -2.235 3.226  C14 1.091
38 H -0.524 -1.048 -0.232  C15 1.087
39 H -1.511 -2.497 -0.448  C15 1.093
40 H 0.176 -2.492 -0.987  C15 1.090
41 C -1.633 4.901 2.933  C42 1.508, H50 1.090, H51 1.089, H52 1.089
42 C -3.056 4.646 2.504  C41 1.508, O43 1.455, H53 1.087, H54 1.089
43 O -3.112 3.689 1.409  C42 1.455, C44 1.319
44 C -3.050 2.416 1.748  O43 1.319, O45 1.195, C46 1.547
45 O -2.969 1.945 2.844  C44 1.195
46 C -3.140 1.536 0.479  C44 1.547, F47 1.339, F48 1.340, F49 1.327
47 F -2.349 1.996 -0.499  C46 1.339
48 F -4.399 1.517 0.021  C46 1.340
49 F -2.768 0.289 0.742  C46 1.327
50 H -1.032 5.241 2.090  C41 1.090
51 H -1.630 5.669 3.705  C41 1.089
52 H -1.181 3.999 3.346  C41 1.089
53 H -3.523 5.539 2.097  C42 1.087
54 H -3.665 4.268 3.324  C42 1.089
55 C -2.094 2.258 -3.606  C56 1.509, H64 1.090, H65 1.088, H66 1.088
56 C -2.859 3.558 -3.605  C55 1.509, O57 1.452, H67 1.087, H68 1.089
57 O -2.237 4.514 -4.505  C56 1.452, C58 1.320
58 C -2.524 4.373 -5.786  O57 1.320, O59 1.196, C60 1.548
59 O -3.250 3.569 -6.293  C58 1.196
60 C -1.795 5.463 -6.609  C58 1.548, F61 1.336, F62 1.342, F63 1.327
61 F -0.523 5.604 -6.228  C60 1.336
62 F -2.414 6.642 -6.440  C60 1.342
63 F -1.816 5.163 -7.902  C60 1.327
64 H -1.049 2.429 -3.348  C55 1.090
65 H -2.525 1.574 -2.878  C55 1.088
66 H -2.138 1.787 -4.586  C55 1.088
67 H -2.832 4.047 -2.635  C56 1.087
68 H -3.897 3.419 -3.904  C56 1.089
69 C -1.365 7.917 8.755  C70 1.510, H78 1.090, H79 1.090, H80 1.089
70 C -2.796 8.058 8.295  C69 1.510, O71 1.453, H81 1.087, H82 1.089
71 O -2.863 8.720 7.003  C70 1.453, C72 1.318
72 C -2.655 7.956 5.949  O71 1.318, O73 1.197, C74 1.548
73 O -2.425 6.781 5.926  C72 1.197
74 C -2.796 8.789 4.652  C72 1.548, F75 1.333, F76 1.340, F77 1.331
75 F -2.166 9.960 4.739  C74 1.333
76 F -4.092 9.023 4.407  C74 1.340
77 F -2.291 8.113 3.622  C74 1.331
78 H -0.876 8.890 8.789  C69 1.090
79 H -1.349 7.487 9.757  C69 1.090
80 H -0.804 7.262 8.091  C69 1.089
81 H -3.373 8.704 8.950  C70 1.087
82 H -3.294 7.093 8.214  C70 1.089
83 C 4.541 -0.817 -2.975  C84 1.509, H92 1.090, H93 1.090, H94 1.090
84 C 3.642 -1.990 -2.667  C83 1.509, O85 1.454, H95 1.087, H96 1.089
85 O 3.724 -2.998 -3.712  C84 1.454, C86 1.316
86 C 4.731 -3.843 -3.642  O85 1.316, O87 1.196, C88 1.549
87 O 5.592 -3.906 -2.815  C86 1.196
88 C 4.637 -4.850 -4.816  C86 1.549, F89 1.339, F90 1.343, F91 1.327
89 F 4.358 -4.240 -5.975  C88 1.339
90 F 3.658 -5.736 -4.573  C88 1.343
91 F 5.776 -5.515 -4.958  C88 1.327
92 H 4.304 -0.413 -3.959  C83 1.090
93 H 4.386 -0.040 -2.227  C83 1.090
94 H 5.589 -1.113 -2.958  C83 1.090
95 H 2.595 -1.699 -2.664  C84 1.087
96 H 3.880 -2.448 -1.707  C84 1.089
97 C 1.062 -3.392 -6.911  C98 1.511, H106 1.090, H107 1.090, H108 1.089
98 C 1.489 -2.309 -7.873  C97 1.511, O99 1.454, H109 1.087, H110 1.089
99 O 0.710 -1.097 -7.683  C98 1.454, C100 1.320
100 C 1.093 -0.323 -6.684  O99 1.320, O101 1.196, C102 1.547
101 O 1.998 -0.518 -5.927  C100 1.196
102 C 0.210 0.946 -6.632  C100 1.547, F103 1.335, F104 1.339, F105 1.330
103 F -1.084 0.651 -6.776  C102 1.335
104 F 0.563 1.783 -7.616  C102 1.339
105 F 0.371 1.573 -5.470  C102 1.330
106 H -0.004 -3.596 -7.012  C97 1.090
107 H 1.614 -4.306 -7.128  C97 1.090
108 H 1.275 -3.105 -5.882  C97 1.089
109 H 1.298 -2.583 -8.907  C98 1.087
110 H 2.544 -2.064 -7.756  C98 1.089

Output
Multiplicity   2
Frontier orbital gap (alpha / beta)   0.289 / 0.349 Ha


Entry 2:
ORCA calculation (ωB97M-V/def2-TZVPD) on 6 unconnected molecules or ions with the total composition C31H48BrCl2F2NO15 in a non-equilibrium geometry.

Last columns: bonded neighbours and bond lengths (Å).
Geometry (Å):
1 C -0.886 -3.117 1.696  C2 1.630, H23 1.161, H24 1.126, H25 1.162
2 C -1.145 -3.936 0.311  C1 1.630, Cl3 1.850, C4 1.443
3 Cl -1.987 -5.582 0.388  C2 1.850
4 C -0.768 -3.385 -0.968  C2 1.443, Cl5 1.853, C6 1.596
5 Cl -1.144 -4.343 -2.508  C4 1.853
6 C -0.077 -1.953 -1.106  C4 1.596, N7 1.502, C14 1.623, O22 1.446
7 N 1.048 -2.215 -2.066  C6 1.502, C8 1.475, C11 1.485
8 C 1.927 -1.046 -2.255  N7 1.475, O9 1.256, F10 1.441
9 O 2.957 -0.785 -1.583  C8 1.256
10 F 1.635 -0.136 -3.333  C8 1.441
11 C 1.944 -3.310 -1.615  N7 1.485, O12 1.261, F13 1.420
12 O 2.218 -4.205 -2.462  C11 1.261
13 F 2.501 -3.439 -0.316  C11 1.420
14 C -1.222 -0.876 -1.506  C6 1.623, C15 1.630, H26 1.159, H27 1.154
15 C -1.241 0.391 -0.481  C14 1.630, C16 1.606, C20 1.635, H28 1.161
16 C -2.585 0.645 0.361  C15 1.606, C17 1.606, H29 1.159, H30 1.152
17 C -2.342 1.258 1.826  C16 1.606, O18 1.272, Br19 1.989
18 O -2.184 0.484 2.823  C17 1.272
19 Br -2.220 3.204 2.219  C17 1.989
20 C 0.088 0.011 0.392  C15 1.635, O21 1.257, O22 1.430
21 O 0.675 0.750 1.222  C20 1.257
22 O 0.576 -1.273 -0.009  C6 1.446, C20 1.430
23 H 0.252 -3.030 1.909  C1 1.161
24 H -1.423 -3.546 2.587  C1 1.126
25 H -1.340 -2.061 1.521  C1 1.162
26 H -1.006 -0.647 -2.621  C14 1.159
27 H -2.182 -1.505 -1.386  C14 1.154
28 H -1.024 1.256 -1.224  C15 1.161
29 H -3.335 1.347 -0.176  C16 1.159
30 H -3.131 -0.358 0.514  C16 1.152
31 O -0.768 4.836 -1.609  C32 1.213
32 C 0.366 4.556 -1.279  O31 1.213, O33 1.344, C36 1.504
33 O 1.369 4.631 -2.172  C32 1.344, C34 1.437
34 C 2.761 4.501 -1.839  O33 1.437, C35 1.516, H37 1.093, H38 1.091
35 C 3.175 3.043 -1.804  C34 1.516, H39 1.093, H40 1.092, H41 1.094
36 C 0.655 4.030 0.099  C32 1.504, H42 1.092, H43 1.091, H44 1.088
37 H 2.994 5.028 -0.911  C34 1.093
38 H 3.315 5.012 -2.629  C34 1.091
39 H 2.633 2.487 -1.036  C35 1.093
40 H 4.245 2.951 -1.606  C35 1.092
41 H 2.951 2.560 -2.760  C35 1.094
42 H 0.443 2.959 0.125  C36 1.092
43 H 0.006 4.544 0.809  C36 1.091
44 H 1.675 4.208 0.433  C36 1.088
45 O -2.601 -6.990 5.683  C46 1.211
46 C -2.473 -7.959 4.969  O45 1.211, O47 1.346, C50 1.504
47 O -2.089 -7.811 3.687  C46 1.346, C48 1.436
48 C -1.731 -8.896 2.817  O47 1.436, C49 1.516, H51 1.092, H52 1.093
49 C -2.961 -9.493 2.163  C48 1.516, H53 1.092, H54 1.092, H55 1.094
50 C -2.833 -9.332 5.469  C46 1.504, H56 1.092, H57 1.091, H58 1.088
51 H -1.131 -9.641 3.345  C48 1.092
52 H -1.085 -8.470 2.045  C48 1.093
53 H -3.645 -9.918 2.900  C49 1.092
54 H -2.679 -10.280 1.459  C49 1.092
55 H -3.518 -8.722 1.623  C49 1.094
56 H -3.911 -9.474 5.377  C50 1.092
57 H -2.548 -9.401 6.520  C50 1.091
58 H -2.313 -10.138 4.956  C50 1.088
59 O 5.231 5.987 -3.037  C60 1.212
60 C 6.363 5.706 -2.708  O59 1.212, O61 1.345, C64 1.504
61 O 7.366 5.783 -3.601  C60 1.345, C62 1.436
62 C 8.757 5.654 -3.270  O61 1.436, C63 1.516, H65 1.092, H66 1.093
63 C 9.175 4.198 -3.237  C62 1.516, H67 1.092, H68 1.092, H69 1.094
64 C 6.651 5.178 -1.329  C60 1.504, H70 1.092, H71 1.092, H72 1.088
65 H 8.990 6.180 -2.341  C62 1.092
66 H 9.309 6.168 -4.061  C62 1.093
67 H 8.635 3.640 -2.469  C63 1.092
68 H 10.245 4.108 -3.041  C63 1.092
69 H 8.951 3.715 -4.193  C63 1.094
70 H 6.438 4.108 -1.305  C64 1.092
71 H 6.000 5.692 -0.620  C64 1.092
72 H 7.670 5.355 -0.994  C64 1.088
73 O -1.573 4.867 4.273  C74 1.212
74 C -1.945 5.008 5.418  O73 1.212, O75 1.344, C78 1.504
75 O -3.204 4.689 5.764  C74 1.344, C76 1.436
76 C -3.687 4.642 7.115  O75 1.436, C77 1.516, H79 1.092, H80 1.093
77 C -4.128 6.014 7.582  C76 1.516, H81 1.092, H82 1.092, H83 1.094
78 C -1.040 5.630 6.446  C74 1.504, H84 1.092, H85 1.091, H86 1.088
79 H -2.948 4.188 7.780  C76 1.092
80 H -4.549 3.970 7.110  C76 1.093
81 H -3.298 6.724 7.588  C77 1.092
82 H -4.546 5.963 8.590  C77 1.092
83 H -4.886 6.422 6.907  C77 1.094
84 H -1.089 6.716 6.354  C78 1.092
85 H -0.019 5.296 6.253  C78 1.091
86 H -1.270 5.338 7.468  C78 1.088
87 O -3.006 -2.878 -3.504  C88 1.212
88 C -3.117 -2.860 -4.710  O87 1.212, O89 1.345, C92 1.504
89 O -2.396 -1.991 -5.442  C88 1.345, C90 1.436
90 C -2.312 -2.012 -6.876  O89 1.436, C91 1.516, H93 1.092, H94 1.093
91 C -3.468 -1.255 -7.498  C90 1.516, H95 1.092, H96 1.092, H97 1.094
92 C -4.127 -3.735 -5.400  C88 1.504, H98 1.092, H99 1.092, H100 1.088
93 H -2.229 -3.035 -7.250  C90 1.092
94 H -1.375 -1.513 -7.136  C90 1.093
95 H -4.429 -1.711 -7.250  C91 1.092
96 H -3.369 -1.226 -8.585  C91 1.092
97 H -3.499 -0.228 -7.120  C91 1.094
98 H -5.105 -3.253 -5.358  C92 1.092
99 H -4.172 -4.690 -4.874  C92 1.092
100 H -3.877 -3.966 -6.433  C92 1.088

Output
SMILES string   C/C(Cl)=C(/Cl)[C@@]1(N(C(=O)F)C(=O)F)C[C@@H](CC(=O)Br)C(=O)O1.CCOC(C)=O.CCOC(C)=O.CCOC(C)=O.CCOC(C)=O.CCOC(C)=O
Multiplicity   1
Frontier orbital gap   0.334 Ha


Among the records above, which one has the lowest multiplicity?
C31H48BrCl2F2NO15